No. 1
Below is 7 unconnected molecules or ions with the total composition C27H61BN3O10 at a distorted geometry, with properties calculated with wB97M-V/def2-TZVPD.

Its net charge is +1. The HOMO energy is -0.4243 hartree. As for the LUMO energy: -4.91 eV.

Atoms and positions in Å:
1 H -3.009 -1.163 -1.120
2 N 2.036 0.045 4.922
3 C 0.474 4.564 -1.193
4 H -3.067 -1.883 6.078
5 H 7.813 3.264 -7.582
6 H -5.994 -1.360 -2.063
7 C 0.111 5.794 -0.376
8 H -5.246 0.101 -1.397
9 H -1.320 3.535 0.515
10 H 9.249 2.267 -7.871
11 C -7.625 -3.136 7.350
12 H -2.352 0.302 5.276
13 H -3.220 -3.140 4.838
14 H -2.726 -1.423 3.072
15 O -1.306 -3.933 -2.748
16 O 0.018 0.375 0.317
17 H -1.024 -4.825 -2.976
18 H 0.664 6.646 -0.751
19 H -7.687 -2.101 7.011
20 C 3.519 -0.060 -1.824
21 H -4.170 -0.158 0.759
22 H 8.164 0.389 -6.602
23 H -4.363 -1.788 4.897
24 H -2.981 -2.663 -0.197
25 N 1.812 2.819 3.462
26 H 0.246 5.675 0.695
27 C 8.414 2.438 -7.191
28 H -8.019 -3.169 8.369
29 C -0.911 2.652 0.987
30 H -3.746 -2.628 -1.791
31 O 3.864 2.235 -2.506
32 C -6.071 -5.061 7.797
33 H 3.660 -1.106 -2.096
34 H -5.790 -3.538 6.309
35 H 5.952 2.136 -6.471
36 H -5.701 -2.832 9.041
37 B -0.923 1.341 0.056
38 H -0.087 -4.163 -5.138
39 C 1.583 3.690 -0.585
40 H 3.579 0.718 -3.826
41 O 6.499 1.431 -6.109
42 H -6.419 -5.152 8.829
43 H -0.936 6.030 -0.555
44 H 3.605 3.892 1.095
45 O -2.602 0.142 4.359
46 H 2.450 0.122 -1.692
47 H -1.395 -2.992 -5.238
48 H -5.446 -2.575 0.067
49 H -0.345 -1.015 3.609
50 H -0.407 -0.455 0.575
51 C -3.319 -2.071 5.031
52 H -5.032 -5.391 7.775
53 H 1.687 4.485 -2.733
54 H -0.628 -1.414 5.299
55 H 6.387 -0.163 -8.243
56 H 6.132 0.825 -2.146
57 H 0.286 -2.441 -5.315
58 H -0.733 -2.019 -3.054
59 H -6.697 -0.558 -0.650
60 O -5.370 -2.775 8.138
61 H 6.353 1.507 -8.798
62 O 1.961 2.489 4.834
63 H -6.663 -5.732 7.173
64 C 5.588 0.634 -3.077
65 C -2.427 -1.259 4.108
66 C -0.392 -3.155 -4.846
67 H -8.263 -3.750 6.713
68 H 2.555 4.144 -0.771
69 H -0.772 -2.673 4.063
70 H 1.002 -3.140 -1.676
71 H 1.605 2.741 -1.130
72 C 1.535 3.387 0.879
73 H 1.359 -4.252 -2.991
74 C -0.961 -1.621 4.278
75 C -6.184 -3.621 7.323
76 H -1.601 2.433 1.806
77 H 4.328 2.385 -1.676
78 C 2.725 3.536 1.608
79 O 0.913 4.999 -2.479
80 H 4.003 0.112 -0.857
81 C 6.996 0.732 -8.371
82 C -5.762 -0.829 -1.140
83 O -1.859 1.196 -0.913
84 H 1.728 -2.529 -3.173
85 H 8.811 2.754 -6.225
86 C 1.011 -3.241 -2.762
87 H 5.986 1.306 -3.833
88 N 2.870 3.259 2.893
89 C 0.423 2.917 1.587
90 C 2.001 1.180 4.925
91 H -0.385 3.926 -1.382
92 C -3.587 -2.060 -0.875
93 C 7.563 1.188 -7.036
94 H -2.160 2.050 -1.242
95 C 4.101 0.868 -2.881
96 H 5.787 -0.391 -3.390
97 C -4.900 -1.675 -0.216
98 C 0.608 2.640 2.936
99 C -0.382 -3.016 -3.331
100 O -4.646 -0.960 0.998
101 H 7.791 0.513 -9.084
102 H -0.195 2.245 3.539

***

No. 2
Below is 6 unconnected molecules or ions with the total composition C27H61N6O5PS4 at a distorted geometry, with properties calculated with wB97M-V/def2-TZVPD.

The HOMO energy is -0.2866 hartree. Its SMILES is CCCCN(CCCCP(S)S)C(=S)SCCC.CN(C)C=O.CN(C)C=O.CN(C)C=O.CN(C)C=O.CN(C)C=O. As for the LUMO energy: -0.68 eV.

Atoms and positions in Å:
1 H -2.664 4.582 -9.835
2 S 1.543 -0.478 4.113
3 H -2.338 -1.541 4.689
4 H -4.854 -0.330 -8.648
5 H 7.714 3.129 1.548
6 O 5.575 1.410 7.127
7 H -4.446 -0.417 3.684
8 C -2.098 -3.644 -5.424
9 C 2.069 1.221 3.506
10 N 8.556 1.474 2.474
11 C 4.355 1.490 7.072
12 H -3.816 -2.343 2.572
13 H 1.498 1.464 2.493
14 H 1.781 1.656 6.955
15 H 4.958 4.089 7.563
16 H -1.249 -5.053 -1.632
17 H 3.634 -0.695 2.114
18 H -4.183 -1.844 -7.971
19 C 8.869 2.215 3.679
20 C -4.894 0.859 -6.398
21 S 0.881 -5.887 0.864
22 C 4.263 3.613 8.261
23 H 4.832 3.218 9.108
24 H -1.153 4.524 -8.891
25 H -5.696 1.367 -6.942
26 O -5.361 -2.639 -5.578
27 C 3.677 1.389 3.233
28 C -3.993 0.248 1.516
29 C -2.395 -3.976 1.856
30 C -1.636 0.312 2.965
31 P -1.200 -6.463 0.978
32 H 8.551 3.258 3.595
33 C -2.023 -5.490 2.403
34 C 0.115 -2.800 -4.644
35 C 2.151 2.539 7.483
36 C -2.973 -3.006 3.056
37 H -5.945 -1.642 -8.110
38 N -5.045 -0.572 -6.570
39 H -1.864 0.135 0.702
40 O 7.644 1.493 0.347
41 H -4.525 0.987 0.743
42 H -4.514 1.469 3.404
43 C 7.936 2.060 1.392
44 N 3.596 2.518 7.589
45 C 8.907 0.070 2.407
46 H -3.528 -3.706 3.844
47 H -2.090 6.043 -8.990
48 H -5.982 0.341 2.789
49 O -1.293 -1.645 -2.512
50 H 7.998 -0.516 2.240
51 H 5.077 0.518 1.643
52 N -2.883 4.583 -7.740
53 H 1.660 2.011 4.301
54 H 1.849 3.437 6.936
55 H -2.170 4.099 -5.847
56 C -4.054 3.857 -7.784
57 H -0.672 1.015 3.011
58 H -2.251 1.871 1.365
59 H 1.552 -6.863 0.070
60 H -2.985 -2.425 -3.318
61 H -3.925 1.164 -6.803
62 C 4.401 0.094 2.530
63 C -1.790 -2.074 3.772
64 H -2.229 0.528 3.955
65 H 4.235 1.691 4.242
66 O -4.714 3.513 -6.812
67 C -1.893 -2.287 -3.365
68 S -2.059 -6.000 -0.941
69 H 3.749 0.709 6.583
70 H -1.739 -4.678 -5.450
71 N -1.317 -2.901 -4.457
72 H -4.946 1.137 -5.342
73 C -4.822 0.420 2.932
74 H -1.496 -3.478 1.259
75 H 8.354 1.750 4.525
76 H -4.364 3.599 -8.810
77 C -2.358 4.990 -6.453
78 S 1.118 -2.069 1.526
79 N -1.127 -1.104 2.820
80 H -1.326 -5.468 3.359
81 H 0.619 -3.227 -3.772
82 C -5.003 -1.122 -7.909
83 H -5.244 -0.904 -4.532
84 H 3.537 4.349 8.617
85 H -3.037 -6.046 2.675
86 C -2.158 4.952 -8.939
87 C -5.227 -1.425 -5.503
88 H 9.950 2.181 3.845
89 H 5.129 -0.364 3.358
90 H -3.102 5.611 -5.946
91 C 0.382 -1.198 2.832
92 H 0.426 -3.333 -5.547
93 H 9.389 -0.253 3.333
94 H -3.259 -4.129 1.049
95 C -2.423 0.715 1.584
96 H 1.723 2.561 8.489
97 H -1.029 -2.864 4.242
98 H -3.159 -3.640 -5.162
99 H -1.430 5.555 -6.576
100 H -4.137 -0.834 1.032
101 H 3.820 2.303 2.478
102 H 9.586 -0.086 1.563
103 H -1.969 -3.187 -6.410
104 H 0.390 -1.744 -4.727

***

No. 3
Below is 10 unconnected molecules or ions with the total composition C27H61NO13 at a distorted geometry, with properties calculated with wB97M-V/def2-TZVPD.

The HOMO energy is -0.3220 hartree. Its SMILES is CCOCCCCCc1ccc2c(c1)C(=O)N(C[C@@H](C)O)C2=O.CO.CO.CO.CO.CO.CO.CO.CO.CO. As for the LUMO energy: -1.00 eV.

Atoms and positions in Å:
1 H 7.405 -10.734 -0.952
2 C 4.120 -6.924 -0.605
3 C 1.170 0.711 -0.715
4 C 4.484 2.951 -1.495
5 H 2.582 -0.152 2.840
6 H -3.277 -2.667 -0.386
7 H -5.073 -0.868 -3.390
8 H 5.993 -11.144 0.056
9 C -4.998 3.368 0.382
10 O -3.379 -1.088 -2.243
11 C -0.848 0.938 1.413
12 H -4.952 4.601 2.018
13 C -4.642 4.307 -3.917
14 C 6.381 -10.452 -0.695
15 H 5.615 1.015 -1.924
16 H -9.600 -1.138 -0.362
17 H -2.485 -4.263 -0.340
18 H 1.543 -2.591 -1.339
19 C -9.550 -0.238 0.256
20 O -4.611 3.684 1.766
21 H 5.748 -10.488 -1.584
22 H -6.651 5.041 3.700
23 H -7.225 3.636 0.963
24 C 1.828 0.164 2.001
25 H 6.722 -8.549 -0.848
26 H 4.739 1.555 1.218
27 H 3.866 6.402 1.460
28 H 5.304 -7.170 0.911
29 C 5.524 1.777 -1.021
30 H 9.134 -1.516 -0.977
31 H 3.739 -0.154 -1.322
32 C 4.278 4.175 -0.423
33 H -6.936 3.136 -0.865
34 C 3.793 -0.153 -0.152
35 O -4.364 -4.186 0.477
36 C 0.278 0.513 2.524
37 H -4.700 1.095 -0.075
38 H -4.209 2.277 -1.458
39 H -6.950 4.011 5.135
40 C -7.253 4.225 4.107
41 H 3.608 -7.879 -0.458
42 C 3.889 5.660 2.368
43 H 7.241 -2.002 0.218
44 H -5.154 3.352 -3.770
45 H 9.378 -1.410 0.794
46 H -3.845 4.195 -4.656
47 H -6.725 1.788 0.482
48 H -4.903 -3.544 0.969
49 C -2.442 1.303 1.519
50 H -3.820 -1.963 -4.053
51 H 5.915 0.217 0.595
52 H -4.836 4.293 -0.335
53 H -0.058 0.438 3.643
54 H -8.307 4.512 4.094
55 H 3.452 2.445 -1.812
56 O -7.081 3.067 3.312
57 O 6.372 -9.141 -0.160
58 H 3.795 3.405 1.969
59 C 2.298 0.225 0.418
60 C -6.593 2.947 0.246
61 O -3.361 0.991 2.447
62 H 1.382 0.795 -1.862
63 H 1.298 -3.570 0.131
64 H 4.092 -1.214 0.302
65 O -8.207 0.004 0.632
66 N -2.674 2.080 0.206
67 O -1.890 1.306 -2.161
68 H 3.554 -3.976 0.117
69 H 4.441 6.096 3.320
70 H -2.957 -0.335 -2.691
71 H 3.185 4.174 0.015
72 O -4.090 4.742 -2.688
73 C -4.328 -1.629 -3.144
74 H 9.145 0.073 -0.168
75 H -9.919 0.615 -0.317
76 O 3.254 -3.202 -0.390
77 H -4.822 -2.480 -2.671
78 C 4.640 4.246 1.987
79 H -7.908 -0.770 1.139
80 H -2.632 -3.307 1.158
81 H 5.424 3.895 2.814
82 C -4.124 2.113 -0.281
83 O 5.274 4.228 0.658
84 H -5.359 5.052 -4.268
85 C 4.980 0.890 0.283
86 H 4.930 3.402 -2.506
87 H -3.458 4.061 -2.401
88 H -10.163 -0.365 1.152
89 C 1.911 -3.444 -0.765
90 H -6.137 2.836 3.344
91 C -1.726 1.503 -0.851
92 C 8.862 -0.977 -0.066
93 H 4.396 5.191 -1.038
94 C -0.329 1.034 -0.137
95 C -3.118 -3.566 0.214
96 O 7.462 -1.060 0.131
97 H 2.797 5.374 2.746
98 H 4.917 -7.036 -1.344
99 O 4.671 -6.489 0.624
100 H 3.402 -6.179 -0.956
101 H 6.594 2.227 -0.854
102 H 1.861 -4.344 -1.383

***

No. 4
Below is 8 unconnected molecules or ions with the total composition C27H61O19S6 at a distorted geometry, with properties calculated with wB97M-V/def2-TZVPD.

Its net charge is -1. The HOMO energy is -0.1091 hartree. Its energy relative to the best compared isomer or geometry (same formula, charge and spin) is 0.000 eV. As for the LUMO energy: 1.97 eV.

Atoms and positions in Å:
1 C 1.729 -3.016 -3.195
2 O -4.233 -1.847 -4.596
3 C 0.722 3.777 -2.980
4 H -0.046 2.185 1.027
5 C -0.682 3.223 5.263
6 C -4.229 2.243 3.077
7 O -6.737 1.773 2.715
8 O 0.552 -3.470 -2.545
9 S -3.146 -2.239 -3.745
10 S 4.822 -0.418 0.460
11 H -1.726 3.513 5.305
12 S -5.499 1.614 2.060
13 O -0.654 -2.978 2.774
14 O -3.013 -0.743 4.182
15 H -3.558 3.557 0.807
16 H 0.500 -5.933 -1.244
17 O 1.591 -2.725 -0.499
18 H -3.700 1.922 0.122
19 S 0.596 -3.589 -0.978
20 O 1.409 -3.962 2.182
21 H 1.537 -2.010 -3.580
22 C -4.572 3.475 -1.027
23 H 0.996 -0.823 3.755
24 C 3.212 -5.549 2.438
25 H -2.259 -3.626 -5.461
26 O -5.452 2.759 0.996
27 C 1.500 -1.575 3.166
28 C -0.501 1.734 5.345
29 H 2.095 3.233 -4.549
30 C -1.739 -0.766 -5.295
31 H 3.234 1.954 0.262
32 H 3.551 -5.953 1.477
33 H -3.676 3.770 -1.572
34 H 0.320 -0.983 -5.054
35 H 4.612 2.166 1.247
36 C 3.977 -0.607 -1.061
37 C 0.226 4.831 -2.225
38 H 2.373 -6.142 2.793
39 C -3.099 0.365 6.475
40 H -0.279 0.658 -4.702
41 H -0.841 0.667 -2.341
42 H -3.778 1.166 6.212
43 H -0.236 3.593 4.333
44 H -0.731 2.438 -0.615
45 H -1.875 -1.611 -5.984
46 O 3.766 0.256 1.389
47 H -1.501 -3.883 -3.832
48 H -0.297 -0.978 -1.971
49 H 0.448 2.740 -2.828
50 O -0.704 -3.526 -0.520
51 H -4.406 1.879 4.090
52 O -3.312 -2.448 -2.386
53 C 0.577 6.126 -2.498
54 O -1.207 -0.026 0.272
55 H 2.908 -0.654 -0.846
56 H -4.398 3.316 3.119
57 H 2.960 2.085 3.310
58 O -2.013 -1.188 -3.923
59 H 2.945 -3.567 -4.890
60 O -1.087 -0.997 5.616
61 O 5.044 -1.693 1.006
62 H -2.499 -0.034 -5.596
63 S -2.157 -0.222 5.123
64 C -0.152 0.413 -0.287
65 C 2.678 2.230 2.263
66 H 2.360 -4.960 -3.948
67 C 3.623 1.695 1.261
68 C 1.937 5.360 -4.326
69 H 2.567 -2.924 -2.501
70 C 2.826 -4.068 2.376
71 O -1.562 1.111 4.586
72 H 4.322 -1.566 -1.433
73 H 1.349 -5.403 0.248
74 C -2.408 -3.680 -4.391
75 H -5.188 4.377 -0.904
76 C 1.388 6.409 -3.576
77 S 0.632 -3.084 3.241
78 H 2.548 3.295 2.061
79 H -0.114 -0.011 -6.388
80 H 4.046 -5.704 3.128
81 O -5.161 0.370 1.500
82 H -3.525 -0.468 7.024
83 C -0.090 0.078 -1.799
84 O 5.918 0.485 0.296
85 H 1.669 -1.299 2.128
86 H -0.106 3.737 6.039
87 H 2.484 -1.783 3.590
88 H 2.579 5.588 -5.171
89 H 2.171 -5.274 -1.281
90 C 0.048 1.917 -0.027
91 H 3.356 -3.510 1.613
92 H -0.492 1.381 6.384
93 C -4.222 2.884 0.250
94 H 3.040 -3.698 3.382
95 H 0.798 -0.082 0.152
96 H -0.544 4.638 -1.484
97 C 1.186 -5.216 -0.810
98 H 1.709 1.744 2.162
99 H 1.262 -4.103 -5.028
100 H 4.196 0.220 -1.724
101 H 1.679 7.418 -3.849
102 C 1.636 4.051 -4.000
103 H 1.027 2.340 -0.342
104 C -0.392 -0.200 -5.347
105 H 0.455 1.407 4.926
106 H -2.374 0.809 7.172
107 H -3.247 1.910 2.723
108 H 0.909 0.266 -2.267
109 C 2.098 -3.973 -4.337
110 O 0.903 -3.657 4.510
111 H -5.177 2.790 -1.602
112 H -3.158 -4.431 -4.139
113 H 0.154 6.933 -1.913

***

HOMO of number 3 (C27H61NO13)?
-0.3220 hartree

***

The highest HOMO belongs to which entry?
C27H61O19S6

***

Which value of HOMO does entry 1 give?
-0.4243 hartree

***

The lowest HOMO belongs to which entry?
C27H61BN3O10